Molecular formula: C22H12F15NO4V
Method: DFT, the ωB97M-V functional and the def2-TZVPD basis

Multiplicity = 3
ΔE to the lowest compared entry with this formula, charge and spin = 136.6 kJ/mol
Maximum force = 2.9 eV Å⁻¹
Kohn-Sham gap (spin up / spin down) = 7.25 / 7.59 eV
Expectation value of S² = 2.007
Net charge = -1

Geometry (Å):
V  0.79197  1.35170  0.92857
C  -5.70003  0.19710  -0.42283
C  -4.20623  0.20250  -0.52103
C  -3.48543  -0.84910  -1.07133
C  -2.11023  -0.89350  -1.00003
C  -1.36953  0.11120  -0.34033
N  -0.04123  0.01740  -0.04963
C  0.70357  -1.12500  -0.30793
C  0.27427  -2.40830  0.05377
C  1.08537  -3.51350  -0.12173
C  2.33917  -3.39180  -0.70163
C  3.25547  -4.56120  -0.89563
C  2.77507  -2.12420  -1.06763
C  2.00277  -0.99720  -0.85363
C  2.56137  0.41010  -1.05393
O  2.38517  1.20310  0.02297
C  1.92147  1.04520  -2.32673
F  2.05997  0.24240  -3.40683
F  0.60767  1.25350  -2.19973
F  2.46727  2.21660  -2.66003
C  4.09477  0.45160  -1.28583
F  4.76967  -0.20080  -0.33453
F  4.54017  1.70770  -1.26553
F  4.51717  -0.06430  -2.45983
C  -2.09873  1.29020  -0.02673
C  -3.48353  1.29750  -0.07193
C  -1.37143  2.56850  0.38987
O  -0.05803  2.59840  0.07247
C  -1.47473  2.71610  1.93167
F  -1.33893  1.50280  2.51487
F  -2.63453  3.20090  2.39597
F  -0.50503  3.49640  2.41717
C  -1.96553  3.82530  -0.30033
F  -3.18183  4.22270  0.12537
F  -1.17203  4.88460  -0.12243
F  -2.08163  3.64100  -1.61693
H  -6.10693  -0.75400  -0.75033
H  -5.99633  0.36680  0.61047
H  -6.13773  0.98560  -1.03143
H  -4.01613  -1.66500  -1.53943
H  -1.58643  -1.72170  -1.45423
H  -0.69453  -2.51670  0.52187
H  0.73587  -4.48210  0.20547
H  2.75627  -5.49420  -0.65253
H  3.61447  -4.60130  -1.92273
H  4.12417  -4.46310  -0.24673
H  3.75777  -2.04360  -1.50183
H  -4.02943  2.16500  0.26407
F  1.40357  -1.75640  4.02347
C  1.19767  -0.76800  3.14827
F  -0.03993  -0.97890  2.62597
F  2.06527  -0.95160  2.12427
C  1.33117  0.72560  3.66787
O  1.42107  0.93580  4.85657
O  1.32657  1.49240  2.68277


Molecular formula: C22H12F3I2N3O5SSc
Method: DFT, the ωB97M-V functional and the def2-TZVPD basis

ΔE to the lowest compared entry with this formula, charge and spin = 0.0 kJ/mol
Maximum force = 0.4 eV Å⁻¹
Kohn-Sham gap = 6.31 eV
Net charge = +1

Geometry (Å):
Sc  -0.12211  -0.03549  0.15748
O  -2.68493  2.47400  -2.33391
C  -2.13289  1.62335  -1.50368
O  -0.93037  1.46559  -1.38274
C  -3.09195  0.82954  -0.68041
C  -4.47417  0.89905  -0.73808
C  -5.19208  0.07218  0.11365
C  -4.51867  -0.77986  0.97931
C  -3.13160  -0.77548  0.96220
N  -2.45463  0.01869  0.14778
C  -2.19891  -1.60284  1.80490
O  -2.67341  -2.44438  2.69400
O  -0.99855  -1.47338  1.67325
H  -1.99814  2.95525  -2.82409
H  -4.96768  1.57338  -1.42273
H  -6.27290  0.08992  0.10506
H  -5.08647  -1.42250  1.63940
H  -3.63802  -2.46425  2.72767
F  0.82200  3.83792  3.96670
C  0.90983  2.66223  4.60451
F  -0.32233  2.32971  5.01870
F  1.65641  2.86021  5.70227
C  1.51066  1.59297  3.72807
C  2.68407  0.96620  4.09239
C  3.23245  -0.02827  3.28559
C  2.56747  -0.35706  2.12857
N  1.43274  0.25317  1.76356
C  0.88040  1.21755  2.52842
S  -0.59630  1.87645  1.89113
H  3.17401  1.25260  5.01290
H  4.14802  -0.53040  3.55867
H  2.93347  -1.12338  1.45566
I  -1.79142  -3.63822  -3.20133
C  -0.04359  -2.52703  -3.25903
C  0.82929  -2.64581  -4.36458
C  1.98592  -1.92396  -4.45300
I  3.20843  -2.16926  -6.12092
C  2.33260  -1.01237  -3.41520
C  3.47962  -0.19430  -3.38150
C  3.68796  0.65501  -2.32571
C  2.75066  0.69854  -1.28681
N  1.66809  -0.05524  -1.27877
C  1.45197  -0.90521  -2.32233
C  0.25322  -1.67602  -2.22288
O  -0.47742  -1.49947  -1.14440
H  0.56195  -3.33184  -5.15671
H  4.18915  -0.24330  -4.19689
H  4.55997  1.29095  -2.28337
H  2.88820  1.36486  -0.44278


Molecular formula: C22H12N6O4
Method: DFT, the ωB97M-V functional and the def2-TZVPD basis

ΔE to the lowest compared entry with this formula, charge and spin = 19.7 kJ/mol
Maximum force = 7.6 eV Å⁻¹
Kohn-Sham gap = 6.95 eV
SMILES string = N#C/C(c1nc(=O)c2ccccc2[nH]1)=c1\[nH]c(=C2C(=O)NC(=O)NC2=O)c2ccccc12
Net charge = 0

Geometry (Å):
N  1.05692  -1.60225  3.83990
C  1.01889  -0.77657  3.01632
C  0.90989  0.26540  2.16425
C  0.30935  1.48749  2.50957
N  0.86718  2.67477  2.29422
C  0.08736  3.76474  2.70794
O  0.55514  4.90421  2.40187
C  -1.21634  3.65383  3.36388
C  -1.82561  4.78651  3.93426
C  -2.88202  4.54161  4.85534
C  -3.54878  3.27364  4.83298
C  -2.91622  2.25080  4.15121
C  -1.68970  2.35619  3.50743
N  -0.96095  1.34339  3.09221
C  1.27608  -0.01465  0.87823
N  1.81687  -1.09706  0.36146
C  2.05906  -1.07586  -0.97120
C  2.57859  -2.14174  -1.65336
C  2.47663  -3.48429  -1.10961
O  2.18526  -3.75989  0.01498
N  2.63884  -4.56892  -1.92547
C  2.84074  -4.36061  -3.23579
O  3.22216  -5.34455  -3.90060
N  3.02534  -3.16484  -3.78439
C  3.13853  -2.15068  -2.95717
O  3.82131  -1.22341  -3.33335
C  1.70892  0.30154  -1.35615
C  1.64385  0.84294  -2.66148
C  0.99235  2.05831  -2.82926
C  0.30414  2.67393  -1.80702
C  0.21635  2.01416  -0.51981
C  1.09013  0.93057  -0.29500
H  -1.48436  5.84220  3.71576
H  -3.24819  5.32470  5.40402
H  -4.33606  3.01190  5.50880
H  -3.27192  1.22475  4.00292
H  -1.23602  0.43860  3.49399
H  1.99932  -1.95648  0.89192
H  2.31388  -5.44642  -1.57450
H  3.67717  -3.17716  -4.56298
H  1.98188  0.23807  -3.49616
H  0.80376  2.48907  -3.82945
H  -0.20407  3.54107  -2.07751
H  -0.51185  2.39476  0.22060